# 1
# C40H33F3GeN5O3OsS

C40H33F3GeN5O3OsS as an isolated structure at a distorted geometry (ωB97M-V/def2-TZVPD, OMol25).

```
! RIJCOSX wB97M-V def2-TZVPD def2/J DEFGRID3
* xyz -1 5
Os -0.646 3.751 22.683
Ge -0.188 0.703 24.212
S 1.458 6.975 22.876
F 4.189 3.516 14.239
F 5.649 2.893 15.724
F 5.259 5.003 15.436
O 0.646 8.002 22.290
O 2.488 6.356 22.107
O 0.148 5.131 25.760
N -2.699 4.559 23.606
N -4.491 4.280 24.739
N -3.660 5.355 23.114
N 0.536 5.866 23.601
N -4.727 5.201 23.792
C -5.859 6.147 26.688
C 3.296 8.010 26.831
C -1.115 2.109 23.335
C -5.528 4.699 26.993
C 1.924 3.417 18.761
C 0.498 3.477 21.007
C -5.512 3.856 25.677
C 2.437 1.859 23.701
C -1.086 0.509 25.978
C -0.333 -3.491 21.937
C 1.680 1.209 24.668
C 3.745 2.236 23.980
C 0.936 -1.859 23.155
C -1.450 -2.675 22.029
C 4.272 2.056 25.250
C 3.490 1.470 26.247
C -1.950 1.547 27.986
C -1.391 -1.487 22.764
C -0.187 -1.056 23.291
C 2.814 4.494 18.683
C -2.590 0.365 28.323
C 3.648 4.621 17.590
C 1.775 6.823 25.403
C -2.448 -0.760 27.509
C 1.914 2.472 17.724
C -4.189 4.628 27.711
C -1.199 1.627 26.808
C 3.622 3.679 16.564
C 3.748 8.772 25.752
C 2.207 1.052 25.944
C -3.217 3.910 24.614
C 2.773 2.588 16.645
C 4.664 3.783 15.492
C 0.856 -3.087 22.507
C -1.722 -0.684 26.335
C 2.307 7.016 26.676
C 2.244 7.559 24.351
C 0.716 5.835 24.956
C 3.228 8.550 24.487
C 1.135 3.285 19.977
H -2.381 -2.968 21.562
H 1.603 0.594 26.729
H 1.859 -1.483 23.555
H 4.358 2.698 23.205
H 2.712 1.831 15.884
H -1.645 -1.572 25.694
H -3.183 0.302 29.227
H 1.748 -3.680 22.327
H -6.881 6.293 26.259
H -2.727 3.190 25.243
H -2.002 2.428 28.657
H 2.834 5.218 19.486
H -2.932 -1.685 27.778
H 3.671 8.143 27.813
H -3.843 3.603 27.862
H -0.700 2.578 26.602
H 1.240 1.602 17.773
H -5.278 2.808 25.921
H 5.277 2.407 25.461
H -0.397 -4.420 21.429
H 4.338 5.466 17.523
H -5.163 6.587 25.993
H 3.584 9.021 23.599
H -2.291 -0.847 22.857
H -5.821 6.773 27.555
H 1.984 6.430 27.550
H 1.989 2.040 22.731
H 4.499 9.545 25.941
H -4.270 5.126 28.688
H 3.839 1.353 27.262
H -3.420 5.170 27.153
H -6.327 4.254 27.613
H -6.475 3.935 25.173
*
```

LUMO (alpha / beta) = 2.23 / 1.91 eV
<S²> = 6.034
HOMO-LUMO gap (alpha / beta) = 5.5 / 7.5 eV
Energy relative to the best compared isomer or geometry (same formula, charge and spin) = 0.0 kcal per mole


# 2
# C40H33I2N4O3PRuSe

C40H33I2N4O3PRuSe as an isolated structure at a distorted geometry (ωB97M-V/def2-TZVPD, OMol25).

```
! RIJCOSX wB97M-V def2-TZVPD def2/J DEFGRID3
* xyz 2 1
I -2.889 -0.465 3.251
I 0.522 -0.595 2.431
Ru 0.068 -0.904 -0.291
Se -0.880 -3.059 -0.053
P 2.958 -0.911 -1.400
O 0.596 1.080 -0.336
O -6.517 3.115 5.783
O 2.117 -1.433 -0.214
N 2.393 -6.411 -0.511
N -1.803 0.000 -0.323
N -3.632 4.421 0.323
N -4.748 4.500 0.805
C 0.671 -5.022 -1.481
C -5.648 2.775 6.884
C -1.296 4.088 0.187
C -0.379 1.880 -0.126
C 0.487 -4.372 -0.272
C 6.398 0.995 -0.533
C -4.600 3.368 4.340
C -1.718 1.337 -0.110
C 4.696 2.696 -0.616
C -4.179 0.200 -0.343
C 4.674 -4.483 -2.179
C -1.099 -1.566 3.351
C 3.903 -2.207 -2.151
C 0.607 -1.290 -2.637
C 3.925 -3.474 -1.578
C -0.534 -0.961 -3.380
C -6.446 4.167 2.389
C 0.529 1.078 -4.070
C -3.002 -0.549 -0.429
C 2.177 -5.770 0.648
C 1.700 -0.396 -2.581
C 4.108 0.393 -1.040
C 5.338 -2.960 -3.933
C -4.152 3.707 3.085
C 1.635 -6.023 -1.545
C -2.838 2.140 0.039
C -0.212 3.279 0.020
C 5.374 -4.225 -3.347
C 6.023 2.325 -0.427
C 4.608 -1.950 -3.335
C 5.449 0.031 -0.844
C 1.252 -4.749 0.818
C 3.740 1.739 -0.914
C -2.611 3.554 0.261
C -4.104 1.545 -0.104
C 1.666 0.772 -3.321
C -5.985 3.416 4.610
C -5.074 4.092 2.100
C -0.578 0.235 -4.080
C -6.903 3.810 3.625
H -6.295 2.633 7.739
H 4.593 -0.961 -3.783
H 3.367 -3.663 -0.669
H -5.008 2.140 -0.040
H 0.066 -4.786 -2.350
H 6.768 3.078 -0.196
H -0.828 -1.714 4.387
H -5.109 1.852 6.670
H -3.088 3.698 2.875
H 4.409 3.736 -0.528
H 0.789 3.693 -0.012
H 2.506 1.455 -3.314
H -5.132 -0.299 -0.463
H 5.756 -1.003 -0.930
H -1.453 0.496 -4.664
H 5.884 -2.764 -4.847
H -4.955 3.590 7.081
H 2.706 2.028 -1.031
H -1.224 -2.495 2.809
H -7.955 3.847 3.878
H 4.691 -5.472 -1.739
H -7.126 4.506 1.614
H 0.722 -2.290 -2.235
H -3.896 3.088 5.109
H -1.179 5.162 0.273
H 5.950 -5.016 -3.813
H 1.128 -4.277 1.786
H 7.430 0.703 -0.377
H 1.803 -6.550 -2.480
H 0.505 1.994 -4.651
H -3.031 -1.615 -0.600
H -1.360 -1.661 -3.432
H 2.782 -6.094 1.489
*
```

LUMO (alpha / beta) = -8.14 / -8.13 eV
HOMO-LUMO gap (alpha / beta) = 3.8 / 3.8 eV
Energy relative to the best compared isomer or geometry (same formula, charge and spin) = 25.1 kcal per mole


# 3
# C40H34Cl5N4O3PPr

C40H34Cl5N4O3PPr as an isolated structure at a distorted geometry (ωB97M-V/def2-TZVPD, OMol25).

```
! RIJCOSX wB97M-V def2-TZVPD def2/J DEFGRID3
* xyz 1 3
Pr 0.009 -0.986 -0.440
Cl -0.018 -3.080 4.954
Cl 0.707 -1.279 2.535
Cl -3.925 -5.372 2.025
Cl -3.125 -3.680 -0.402
Cl -2.347 -5.152 4.703
P 0.692 1.915 0.150
O 1.588 -1.210 -2.004
O -2.425 -0.771 -1.498
O 1.911 -2.624 0.153
N -0.583 -2.812 -2.337
N -0.748 -2.457 -7.092
N 1.733 0.087 -1.660
N -2.005 0.318 0.984
C -4.359 0.592 1.331
C -0.617 -2.837 -6.017
C -1.850 2.360 -3.017
C 0.882 4.119 4.205
C -0.631 2.606 -0.938
C 2.078 2.770 -0.743
C -0.330 4.090 3.533
C -0.147 -4.050 -2.087
C 3.184 4.871 -1.236
C -2.492 3.570 -2.793
C -0.006 -4.592 -4.402
C -1.826 0.656 2.267
C 2.907 2.134 -1.682
C 3.878 2.877 -2.356
C 2.767 0.726 -2.031
C -1.166 -2.559 1.114
C -0.434 3.475 2.293
C -2.214 -3.480 1.085
C 4.015 4.235 -2.145
C -3.264 0.299 0.531
C -3.483 -0.012 -0.927
C -1.916 -4.170 3.364
C -2.608 -4.275 2.159
C 2.235 4.140 -0.542
C 0.139 -4.970 -3.080
C 3.940 -1.994 1.381
C -2.857 0.966 3.134
C -0.739 -2.453 -3.607
C -4.155 0.930 2.656
C 2.667 -4.121 1.895
C -0.876 -3.251 3.474
C -2.193 4.300 -1.653
C 0.684 2.889 1.705
C -0.556 -2.483 2.364
C -0.943 1.876 -2.089
C 1.996 3.513 3.640
C -1.258 3.834 -0.740
C -0.455 -3.300 -4.672
C 3.090 -3.130 0.825
C 1.896 2.901 2.402
H 3.674 -3.671 0.076
H 1.605 4.651 0.175
H 0.220 -5.270 -5.213
H 2.052 -4.910 1.461
H -2.653 -1.709 -1.366
H -2.058 1.795 -3.917
H -5.359 0.549 0.918
H 3.551 -4.569 2.349
H 2.097 -3.630 2.681
H 4.760 4.798 -2.690
H 4.040 -1.189 0.648
H -3.544 0.927 -1.480
H -0.025 -4.308 -1.040
H -2.636 1.231 4.159
H -1.009 4.445 0.116
H 2.768 2.429 1.962
H -0.436 0.938 -2.295
H 3.527 0.243 -2.640
H 4.520 2.377 -3.072
H 3.274 5.936 -1.068
H 4.940 -2.361 1.612
H -4.431 -0.537 -1.049
H 2.201 -2.277 -0.711
H -1.206 4.549 3.975
H -1.390 3.457 1.790
H 0.468 -5.967 -2.823
H 0.959 4.610 5.166
H -1.112 -1.452 -3.793
H -3.209 3.945 -3.510
H -0.809 0.681 2.620
H 3.503 -1.587 2.292
H -2.681 5.250 -1.476
H -4.989 1.162 3.305
H 2.942 3.512 4.165
*
```

LUMO (alpha / beta) = -2.54 / -2.54 eV
<S²> = 2.003
HOMO-LUMO gap (alpha / beta) = 8.6 / 8.6 eV


# 4
# C40H34F3NO25

A 6-piece molecular cluster, C40H34F3NO25 overall at a distorted geometry (ωB97M-V/def2-TZVPD, OMol25).

```
! RIJCOSX wB97M-V def2-TZVPD def2/J DEFGRID3
* xyz 0 1
F 0.242 3.510 3.617
F 0.886 3.790 5.788
F 1.082 1.694 4.699
O -1.751 1.403 3.187
O -1.096 2.206 8.082
O 3.971 3.087 5.317
O -0.986 -4.530 -7.642
O 0.340 -6.843 -7.813
O 7.074 -3.343 -0.554
O -2.231 0.230 5.131
O 2.622 4.824 3.715
O -3.729 -1.728 -5.047
O -1.687 -0.690 7.193
O 8.386 1.078 0.363
O 6.074 4.995 0.528
O 4.706 -2.578 -1.655
O -1.911 0.718 -1.871
O -1.891 -6.308 -9.326
O 5.981 1.838 -0.657
O -5.360 4.882 -0.541
O -4.450 3.094 1.298
O -0.980 -10.344 -11.560
O 1.297 -3.659 -6.454
O -2.752 2.559 -3.691
O 1.176 -10.914 -10.005
O 7.388 3.187 2.088
O -6.820 1.548 7.327
O -1.436 -0.792 -3.920
N -6.328 3.410 5.937
C -1.169 2.521 5.464
C -1.156 -7.439 -9.529
C 3.723 4.474 3.330
C 4.519 3.515 4.148
C 5.278 -0.347 -1.193
C -4.059 2.941 0.152
C -4.086 3.768 -2.171
C 4.312 4.966 2.080
C 0.092 -3.147 -6.087
C -2.943 4.246 6.561
C -4.505 3.888 -0.910
C 5.721 3.091 3.750
C -3.167 2.690 -2.553
C -3.857 0.710 7.097
C 7.803 -1.155 -0.070
C -4.805 1.228 5.904
C 5.569 -1.649 -1.161
C -2.363 0.448 6.575
C -3.160 1.850 -0.234
C -2.742 1.727 -1.497
C -1.256 1.618 6.775
C 6.850 -2.145 -0.582
C -2.522 -2.220 -5.432
C 7.513 0.148 -0.105
C 0.468 -9.769 -9.808
C -6.061 2.059 6.470
C 6.299 3.564 2.489
C 0.040 -7.665 -8.659
C 6.220 0.642 -0.659
C 5.515 4.545 1.684
C -1.710 1.382 4.425
C 0.284 2.859 4.883
C -2.425 -3.161 -6.374
C -1.311 -1.665 -4.762
C -1.496 -8.316 -10.479
C 0.814 -8.895 -8.861
C -1.116 -3.682 -6.776
C -2.186 3.746 5.242
C -0.706 -9.531 -10.694
C -0.003 -2.203 -5.148
H -2.356 -8.166 -11.117
H -1.812 -0.526 8.163
H -3.388 3.400 7.180
H -5.509 4.753 0.416
H 1.100 -4.322 -7.146
H 1.666 -9.056 -8.214
H 0.728 -11.372 -10.743
H 6.938 4.544 0.465
H -3.762 4.998 6.251
H -4.275 1.910 5.155
H -2.857 1.159 0.542
H 0.866 -1.804 -4.641
H 8.736 -1.527 0.331
H 3.103 3.535 5.376
H -4.401 4.450 -2.950
H -0.287 0.991 6.685
H 5.144 -3.440 -1.514
H -3.532 -1.063 -4.359
H -3.786 1.440 7.981
H 6.308 2.394 4.333
H 3.732 5.675 1.505
H 7.944 1.939 0.228
H -3.295 -3.571 -6.869
H -2.931 3.448 4.431
H -6.004 3.481 4.951
H -4.288 -0.285 7.487
H -1.755 0.848 -2.826
H -0.155 2.126 8.361
H -1.620 4.660 4.821
H -5.786 4.098 6.483
H 4.351 0.026 -1.607
H -5.160 0.292 5.344
H -1.459 -5.817 -8.586
H -2.235 4.827 7.259
*
```

SMILES = CC[C@]1(C(F)(F)F)C(=O)O[C@](O)(CCC(N)=O)[C@@H]1O.O=C1C=C(O)C(=O)C=C1O.O=C1C=C(O)C(=O)C=C1O.O=C1C=C(O)C(=O)C=C1O.O=C1C=C(O)C(=O)C=C1O.O=C1C=C(O)C(=O)C=C1O
LUMO = -2.00 eV
HOMO-LUMO gap = 7.6 eV
Energy relative to the best compared isomer or geometry (same formula, charge and spin) = 63.4 kcal per mole